DFT (wB97M-V/def2-TZVPD) results for an isolated ion of composition C4H6Br2N3 and charge +1 at a distorted geometry.

## Properties
2S+1: 3
Net charge: +1
DFT total energy (eV): -148787.83937
LUMO energy (spin up / spin down) (eV): -4.041 / -5.190
Highest occupied orbital energy (spin up / spin down) (hartree): -0.4311 / -0.5035
Orbital gap (spin up / spin down) (eV): 7.7 / 8.5
Energy relative to the best compared isomer or geometry (same formula, charge and spin) (kJ/mol): 103.1

CARTESIAN COORDINATES (ANGSTROEM)
C1 -1.329 -0.076 -1.149
C2 -1.708 2.582 1.127
C3 -1.959 0.750 -0.301
C4 0.786 0.375 -0.051
N1 -1.281 1.586 0.596
N2 0.696 -0.686 0.800
N3 0.086 0.016 -1.463
Br1 -3.912 0.509 -0.117
Br2 2.237 1.659 -0.208
H1 -1.713 -0.821 -1.802
H2 -1.233 3.292 1.811
H3 0.566 -0.583 1.790
H4 1.345 -1.465 0.605
H5 0.479 -0.758 -1.960
H6 0.277 0.791 -2.096

***

DFT (wB97M-V/def2-TZVPD) results for a 2-piece molecular cluster, C4H6Br2O2P overall at a distorted geometry.

## Properties
Net charge: -1
DFT total energy (eV): -157716.17744
LUMO energy (eV): 2.290
Highest occupied orbital energy (hartree): -0.1668
Orbital gap (eV): 6.8
Energy relative to the best compared isomer or geometry (same formula, charge and spin) (kJ/mol): 108.7

CARTESIAN COORDINATES (ANGSTROEM)
C1 -0.404 0.824 -0.594
C2 -1.733 0.049 -0.308
C3 0.723 -0.188 -0.443
C4 1.629 -0.134 0.572
O1 -0.963 -2.818 -0.169
O2 -0.781 -1.254 1.901
P1 -0.892 -1.446 0.457
Br1 2.027 3.081 0.169
Br2 3.012 -1.352 0.833
H1 -0.209 1.253 -1.649
H2 -0.303 1.630 0.161
H3 -2.351 0.521 0.327
H4 -2.278 -0.374 -1.132
H5 0.897 -0.527 -1.405
H6 1.625 0.735 1.279

***

Question: The highest DFT total energy belongs to which entry?
Answer: C4H6Br2N3